DFT (ωB97M-V with the def2-TZVPD basis set) results for a molecular structure, C9H15N2O2Rh in a non-equilibrium geometry.

Values from the calculation:
gap between HOMO and LUMO (alpha / beta): 9.74 / 5.49 eV
relative energy (zero: lowest compared OMol25 entry of this formula, charge and spin): 0.0 kcal/mol
spin multiplicity: 5
net charge: +2
LUMO (alpha / beta): -6.21 / -11.88 eV

Atoms and positions in Å:
C 3.166 0.762 -1.139
C 3.325 -0.523 -0.777
H 3.404 1.574 -0.439
H 2.934 1.081 -2.161
H 3.154 -1.381 -1.440
H 3.778 -0.765 0.197
Rh -0.400 0.294 -0.716
C -0.772 0.869 -2.555
C 0.377 -0.003 -2.506
C -1.433 -1.152 -1.615
C -1.894 0.153 -1.998
H 1.364 0.228 -2.886
H 0.588 -2.127 -1.832
H -2.041 -1.942 -1.180
C -0.037 -1.244 -1.938
H -2.919 0.507 -1.893
H -0.796 1.893 -2.921
C -3.008 0.573 3.223
O -1.579 0.300 3.388
C -0.890 0.368 2.258
O -1.322 0.951 1.217
N 0.291 -0.249 2.249
N 0.986 -0.323 0.988
H -3.395 0.519 4.233
H -3.445 -0.216 2.604
H -3.218 1.547 2.766
H 0.642 -0.733 3.074
H 1.797 0.303 0.984
H 1.342 -1.266 0.814